The following is a quantum chemistry calculation of a gas-phase ion, C8H12N5 (charge +1) at a distorted geometry, from OMol25.

Its multiplicity is 1. The frontier orbital gap is 8.79 eV. The calculation puts the highest occupied orbital energy at -13.5 eV. The charge is +1.

Geometry (Å):
C 0.1471 -0.2293 0.3719
C -1.1469 -1.6416 -1.3273
C 0.1074 -1.1711 -1.7214
C -1.7434 -1.3330 -0.0689
C 0.5414 -1.1471 -3.0753
C -3.0703 -1.7360 0.2202
C 0.9645 2.7689 2.6044
C 1.9750 1.7510 2.1158
N 1.8632 0.3346 -1.1232
N 2.2205 1.0709 -0.1723
N -1.0055 -0.5165 0.7874
N 0.7185 -0.4120 -0.7709
N 1.6104 1.0792 0.9123
H -1.7106 -2.2387 -2.0707
H 0.1706 -0.3259 -3.6242
H 0.0944 -1.9466 -3.6165
H 1.5433 -0.9671 -3.1825
H -3.3737 -2.6077 -0.5202
H -3.6992 -0.7305 0.0459
H -3.3125 -1.9993 1.3186
H 0.9347 3.5181 1.8890
H 1.1485 3.1594 3.5624
H -0.0287 2.1629 2.5953
H 2.0705 0.9887 2.8559
H 2.9807 2.1687 1.9940